# 1
Density functional theory data (ωB97M-V/def2-TZVPD) for a molecular structure, C18H42IN3O7P at a distorted geometry.

Computed properties:
Frontier orbital gap = 6.95 eV
Charge = -1
ΔE to the lowest compared entry with this formula, charge and spin = 0.0 kJ/mol
LUMO = 2.5 eV

The geometry in XYZ format:
```
72
Properties=species:S:1:pos:R:3:mulliken_charge:R:1
C 4.8634 4.3071 2.3054 -0.96
C 3.9348 5.5360 2.3453 -0.49
C 3.0248 5.6643 1.1033 -0.72
C 1.5536 5.8648 1.4896 -1.04
C 0.9859 4.5260 1.9890 0.59
C -0.4884 4.2969 1.6557 -1.34
C -0.9672 2.9324 2.1959 -0.94
C -0.4790 1.7832 1.2963 -1.02
C 0.3010 0.6411 1.9595 0.19
I 1.8035 1.2499 3.3762 0.01
N 0.8114 -0.2468 0.8775 -0.06
P 2.2706 0.1132 0.1785 0.48
O 2.5766 1.5166 -0.1126 -0.66
O 2.1312 -0.7261 -1.1773 -0.36
O 3.4693 -0.5872 0.9479 -0.47
C -0.7266 -0.2585 2.7894 0.46
O -0.2468 -1.3387 3.2028 -0.77
O -1.8837 0.1729 2.9194 -0.68
H 4.5791 3.5851 3.0638 0.17
H 4.8452 3.7887 1.3504 0.24
H 5.8968 4.5801 2.5053 0.34
H 4.5503 6.4282 2.4113 0.46
H 3.3320 5.4553 3.2430 0.30
H 3.3753 6.4843 0.4763 0.42
H 3.1504 4.7489 0.5315 0.32
H 1.0019 6.2713 0.6473 0.43
H 1.5683 6.5541 2.3325 0.35
H 1.1414 4.3704 3.0508 0.31
H 1.5401 3.7386 1.4820 -0.20
H -0.5645 4.2602 0.5718 0.40
H -1.0834 5.1115 2.0672 0.40
H -2.0511 2.9660 2.1233 0.21
H -0.7458 2.7912 3.2474 0.60
H 0.0853 2.2239 0.4739 0.66
H -1.3607 1.3223 0.8595 0.50
H 0.1405 -0.1443 0.1193 0.34
H 2.9890 -1.0810 -1.4276 0.25
H 4.0850 0.1295 1.1428 0.34
C -1.3579 -2.9665 -4.8247 -1.37
C 0.0256 -3.4695 -5.2239 0.34
C 0.6618 -4.4048 -4.1834 -0.71
O 1.2001 -3.7481 -3.0574 -0.40
C 0.2633 -3.4478 -2.0349 -0.68
N 0.8794 -2.3169 -5.5242 -0.73
H -1.3105 -2.2078 -4.0441 0.24
H -1.8544 -2.5135 -5.6830 0.39
H -1.9867 -3.7859 -4.4691 0.33
H -0.0928 -4.0503 -6.1443 0.41
H 1.5095 -4.9089 -4.6578 0.35
H -0.0406 -5.1902 -3.8730 0.38
H -0.4924 -4.2350 -1.9452 0.41
H -0.2116 -2.4799 -2.2055 0.10
H 0.8026 -3.3812 -1.0912 0.38
H 1.7716 -2.6502 -5.8783 0.28
H 1.1181 -1.8741 -4.6400 0.29
C -3.8609 -4.6411 0.7839 -1.44
C -3.9366 -3.6049 -0.3318 0.32
C -2.8609 -2.5135 -0.2279 -0.10
O -3.1120 -1.5168 0.7348 -0.47
C -2.7048 -1.8187 2.0689 -0.55
N -5.2887 -3.0393 -0.3647 -0.83
H -4.2226 -4.2490 1.7334 0.29
H -4.4779 -5.5061 0.5356 0.37
H -2.8363 -4.9907 0.9259 0.33
H -3.7681 -4.1329 -1.2770 0.37
H -2.8296 -1.9812 -1.1855 0.18
H -1.8621 -2.9452 -0.0752 0.19
H -1.7829 -2.4049 2.0855 0.32
H -3.4971 -2.3477 2.6079 0.12
H -2.5170 -0.8743 2.5808 0.18
H -5.3640 -2.4163 -1.1639 0.29
H -5.3730 -2.4182 0.4361 0.37
```

***

# 2
Density functional theory data (ωB97M-V/def2-TZVPD) for 7 unconnected molecules or ions with the total composition C18H42N12O12 at a distorted geometry.

Computed properties:
Frontier orbital gap = 8.30 eV
LUMO = -1.1 eV

The geometry in XYZ format:
```
84
Properties=species:S:1:pos:R:3:mulliken_charge:R:1
C -4.4470 1.8434 -5.8042 -0.36
O -4.9811 0.6480 -5.1524 -0.45
C -4.3443 0.5144 -3.8453 0.35
C -4.7276 -0.9272 -3.2690 -0.54
C -4.8796 -0.9910 -1.6706 -0.83
C -3.7316 -0.2317 -0.8556 -0.32
C -2.3210 -1.0434 -0.8068 -0.50
C -1.2770 -0.2981 -1.8019 -0.02
C 0.1392 -0.0193 -1.1402 0.07
C 1.3953 -0.5400 -1.5504 0.17
C 1.5920 -1.4918 -2.8118 -0.45
O 2.8767 -2.1600 -2.8658 -0.15
O 3.2728 -2.2039 -4.1748 -0.41
C 2.5349 -0.0499 -0.5485 0.30
O 3.6314 -0.5557 -0.2632 -0.54
O 2.0149 1.1891 -0.0160 -0.23
C 0.5863 0.9299 0.0536 0.20
O -0.0319 1.4442 0.9953 -0.53
H -3.3129 1.7279 -5.9798 0.23
H -4.9287 1.9901 -6.8358 0.26
H -4.5995 2.7323 -5.1024 0.08
H -4.6693 1.3811 -3.1704 -0.02
H -3.2157 0.6199 -4.0083 0.01
H -5.7616 -1.2000 -3.7034 0.32
H -3.9887 -1.7020 -3.6928 0.20
H -5.8850 -0.4870 -1.4004 0.30
H -5.0046 -2.0912 -1.3714 0.35
H -4.0766 -0.1729 0.2547 0.13
H -3.5733 0.8461 -1.2017 0.33
H -2.4469 -2.1298 -1.1713 0.31
H -1.9765 -1.0900 0.2787 0.24
H -1.7291 0.6290 -2.3056 0.28
H -1.0867 -1.0486 -2.6604 0.14
H 1.5189 -0.8100 -3.7439 0.32
H 0.7609 -2.2613 -2.8690 0.35
H 2.8741 -3.0142 -4.5799 0.32
N 7.2302 -0.7418 -4.7719 -0.34
C 7.4996 -1.8143 -3.9847 0.56
N 6.4265 -2.3171 -3.3265 -0.27
O 8.6206 -2.2882 -3.8784 -0.67
H 6.3170 -0.3376 -4.8727 0.17
H 8.0015 -0.3389 -5.2778 0.21
H 6.5854 -3.1136 -2.7320 0.19
H 5.4975 -1.9417 -3.4010 0.17
N -6.3802 4.4416 -2.6252 -0.34
C -5.1669 4.7598 -3.1392 0.65
N -4.9496 6.0878 -3.3021 -0.45
O -4.3330 3.9141 -3.4333 -0.64
H -7.0778 5.1193 -2.3777 0.17
H -6.5792 3.4637 -2.4895 0.22
H -4.0589 6.3638 -3.6818 0.22
H -5.6198 6.7970 -3.0674 0.14
N 3.2785 -1.1898 4.0294 -0.23
C 4.6314 -1.2193 4.1168 0.64
N 5.2808 -0.7761 3.0092 -0.34
O 5.2195 -1.6129 5.1115 -0.67
H 2.7770 -0.8700 3.2205 0.12
H 2.7597 -1.5105 4.8306 0.15
H 6.2875 -0.7826 3.0343 0.17
H 4.8150 -0.4486 2.1798 0.12
N -2.8831 -1.6543 4.1921 -0.30
C -3.5157 -0.7807 3.3725 0.72
N -2.9985 0.4734 3.3742 -0.35
O -4.4776 -1.0960 2.6835 -0.66
H -2.0916 -1.4143 4.7647 0.15
H -3.2363 -2.5963 4.2192 0.15
H -3.4405 1.1530 2.7774 0.21
H -2.2108 0.7527 3.9303 0.17
N 4.8547 2.4863 2.9878 -0.22
C 5.5855 3.5725 3.3420 0.56
N 6.8940 3.3173 3.5959 -0.34
O 5.1046 4.6921 3.4261 -0.65
H 5.2315 1.5574 2.9131 0.20
H 3.8783 2.6349 2.7913 0.16
H 7.4702 4.0985 3.8622 0.20
H 7.3084 2.4055 3.5328 0.16
N -1.5008 -3.1840 8.0322 -0.38
C -0.5765 -3.3571 7.0557 0.66
N 0.3037 -4.3628 7.2790 -0.42
O -0.5396 -2.6598 6.0511 -0.64
H -1.5480 -3.7447 8.8632 0.17
H -2.1729 -2.4456 7.9024 0.21
H 1.0063 -4.5225 6.5756 0.22
H 0.2909 -4.9460 8.0957 0.16
```

***

The highest LUMO belongs to which entry?
C18H42IN3O7P